[1]
{"formula": "C9H27ClI2IrP3", "method": "ωB97M-V/def2-TZVPD", "homo_energy_ev": [-13.76, -14.29], "multiplicity": 5, "relative_energy_kcal_mol": 0.0, "total_charge": 2, "molar_mass_g_mol": 709.7, "species": ["I", "I", "Ir", "P", "C", "C", "H", "H", "H", "H", "H", "H", "C", "H", "H", "H", "P", "C", "C", "H", "H", "H", "C", "H", "H", "H", "H", "H", "H", "Cl", "C", "P", "C", "C", "H", "H", "H", "H", "H", "H", "H", "H", "H"], "xyz": [[-3.71273, -1.87939, -0.41737], [-3.14619, -4.55036, -0.53351], [0.48774, -0.26896, 0.07261], [0.78358, -0.43753, -2.16437], [-0.38433, -1.43044, -3.16067], [1.10286, 1.15036, -3.04488], [1.23877, 0.96685, -4.12303], [2.61373, -1.24135, -3.57808], [2.02050, 1.58537, -2.62496], [3.14457, -0.91400, -1.86785], [-1.40892, -1.10560, -2.95043], [0.28393, 1.86540, -2.89674], [2.36207, -1.34325, -2.50766], [-0.13187, -1.32839, -4.22840], [2.19073, -2.39939, -2.25354], [-0.26795, -2.47919, -2.85071], [0.55245, -0.70878, 2.30577], [-0.88610, -1.64550, 2.88421], [2.01202, -1.69540, 2.77214], [1.64357, 1.38185, 2.94109], [0.99186, 0.55753, 4.40588], [-0.09012, 1.46070, 3.31651], [0.79262, 0.81310, 3.35349], [2.89316, -1.24224, 2.31533], [2.12947, -1.73922, 3.86083], [-0.89501, -1.71222, 3.97616], [-0.82576, -2.64726, 2.45437], [1.88161, -2.70337, 2.37589], [-1.80986, -1.19115, 2.52367], [2.66785, 0.47959, 0.27612], [-1.98584, 1.59008, 1.49486], [-0.97923, 1.33259, -0.00198], [-2.13482, 1.10782, -1.32061], [-0.01974, 2.83952, -0.29405], [-2.53244, 0.65820, 1.70254], [-2.69350, 2.42261, 1.37094], [-1.32396, 1.83894, 2.33609], [-2.97549, 1.77898, -1.21961], [-1.64389, 1.33576, -2.24257], [-2.50656, 0.06853, -1.33129], [0.31705, 3.30099, 0.63478], [0.87190, 2.58998, -0.86976], [-0.62775, 3.53825, -0.89124]]}


[2]
{"formula": "C9H27CsN3O5P2", "method": "ωB97M-V/def2-TZVPD", "homo_energy_ev": -11.09, "total_charge": 1, "molar_mass_g_mol": 452.2, "species": ["Cs", "O", "P", "N", "C", "C", "N", "C", "C", "N", "C", "C", "H", "H", "H", "H", "H", "H", "H", "H", "H", "H", "H", "H", "H", "H", "H", "H", "H", "H", "C", "O", "P", "O", "O", "C", "O", "C", "H", "H", "H", "H", "H", "H", "H", "H", "H"], "xyz": [[12.77142, 9.50607, 6.81856], [10.70427, 7.55818, 5.79327], [9.28760, 7.45333, 6.00947], [8.41995, 6.90437, 4.73928], [6.98629, 6.96373, 4.58636], [8.96563, 5.65874, 4.16689], [8.51675, 8.84429, 6.43886], [8.30562, 9.88540, 5.39629], [9.02371, 9.50267, 7.61078], [9.03055, 6.44237, 7.30660], [7.71380, 5.99264, 7.60332], [10.06156, 5.38686, 7.61351], [6.55417, 6.04397, 5.00613], [6.66382, 7.03290, 3.53853], [6.55212, 7.78925, 5.14149], [10.04929, 5.72316, 4.28990], [8.68698, 5.42705, 3.13072], [8.59554, 4.83564, 4.80095], [7.53199, 10.58105, 5.72669], [9.21195, 10.44624, 5.09611], [7.97838, 9.33858, 4.49315], [8.29622, 10.20140, 8.01698], [9.26750, 8.77991, 8.39275], [9.94999, 10.07402, 7.36457], [6.87143, 6.67126, 7.44414], [7.54216, 5.10823, 6.96282], [7.68569, 5.58592, 8.60884], [10.14541, 5.27396, 8.69125], [11.01306, 5.73971, 7.23283], [9.85132, 4.38379, 7.19398], [18.35395, 10.27640, 4.38265], [17.80173, 11.12390, 5.34183], [16.68386, 10.52383, 6.29808], [15.46233, 9.91360, 5.77516], [17.57013, 9.59308, 7.21645], [17.00501, 8.92404, 8.29239], [16.35946, 11.69557, 7.30697], [15.25993, 12.49990, 7.17142], [18.13224, 9.22040, 4.61013], [19.42541, 10.42700, 4.27165], [17.84112, 10.52224, 3.45366], [16.13930, 9.47025, 8.71940], [17.77959, 8.85506, 9.04164], [16.70476, 7.91566, 8.02074], [14.38113, 11.86681, 7.33129], [15.10557, 13.11911, 6.28208], [15.33739, 13.07369, 8.09270]]}


[3]
{"formula": "C9H27CuN2O8", "method": "ωB97M-V/def2-TZVPD", "homo_energy_ev": [-11.59, -11.59], "multiplicity": 2, "total_charge": 1, "molar_mass_g_mol": 354.9, "species": ["Cu", "N", "O", "O", "O", "C", "O", "C", "C", "N", "C", "C", "O", "C", "H", "H", "H", "H", "H", "H", "H", "H", "H", "H", "H", "H", "H", "H", "H", "C", "O", "H", "H", "H", "H", "C", "O", "H", "H", "H", "H", "C", "O", "H", "H", "H", "H"], "xyz": [[0.55646, 2.67437, -0.12510], [0.67007, -0.66085, 0.55212], [0.95469, 0.57334, 0.59961], [1.58781, -1.47253, 0.72292], [-0.50167, -0.97731, 0.40611], [2.61075, 1.05178, -2.12598], [1.36381, 1.72924, -1.86208], [0.35301, 1.49168, -2.83298], [-0.72119, 2.54435, -2.69058], [-1.17799, 2.73192, -1.29377], [-1.93273, 1.62624, -0.70607], [-2.07145, 2.02757, 0.72188], [-0.75044, 2.29103, 1.16668], [-0.60923, 2.28630, 2.61714], [2.97560, 1.28283, -3.12508], [2.47629, -0.03127, -2.02730], [3.32381, 1.32127, -1.35514], [-0.08196, 0.49410, -2.67435], [0.77422, 1.53605, -3.83753], [-1.56590, 2.27625, -3.33310], [-0.30597, 3.49260, -3.04102], [-1.83493, 3.51344, -1.31807], [-1.40599, 0.67950, -0.79826], [-2.92249, 1.50523, -1.15785], [-2.55265, 1.20344, 1.26147], [-2.67799, 2.93838, 0.80490], [-0.90907, 1.31149, 3.00705], [-1.18294, 3.09358, 3.06875], [0.44968, 2.41661, 2.82778], [4.03401, -2.36386, -1.36943], [4.20708, -1.29623, -0.42845], [2.97711, -2.54475, -1.61042], [4.56704, -2.11561, -2.28708], [4.42617, -3.31088, -0.98310], [3.38908, -1.19787, 0.07957], [-3.80288, -2.13442, 0.89414], [-3.15326, -0.98151, 1.45602], [-3.13464, -2.99960, 0.81148], [-4.65931, -2.42182, 1.49542], [-4.16962, -1.93797, -0.12805], [-2.24869, -0.95955, 1.12296], [0.14719, -3.47645, 3.12258], [1.43865, -3.87317, 2.66856], [0.17679, -2.51489, 3.66315], [-0.55603, -3.31432, 2.28746], [-0.25023, -4.25069, 3.76757], [1.71990, -3.25706, 1.98548]]}


[4]
{"formula": "C9H27FNaO12P3", "method": "ωB97M-V/def2-TZVPD", "homo_energy_ev": -7.65, "relative_energy_kcal_mol": 17.5, "molar_mass_g_mol": 462.2, "species": ["Na", "F", "C", "O", "P", "O", "O", "C", "O", "C", "H", "H", "H", "H", "H", "H", "H", "H", "H", "C", "O", "P", "O", "O", "C", "O", "C", "H", "H", "H", "H", "H", "H", "H", "H", "H", "C", "O", "P", "O", "O", "C", "O", "C", "H", "H", "H", "H", "H", "H", "H", "H", "H"], "xyz": [[1.30131, -13.48163, 0.52185], [-0.88886, -13.55013, 0.54318], [-0.30643, -12.58573, 4.67332], [0.93808, -13.16107, 5.07306], [2.10162, -13.22659, 4.01974], [1.66318, -13.77067, 2.74043], [3.18747, -13.98949, 4.84912], [2.96571, -15.40887, 5.08154], [2.67886, -11.77186, 3.88186], [3.12729, -11.04531, 5.01198], [-0.68373, -12.00452, 5.51430], [-1.04542, -13.34354, 4.41679], [-0.22892, -11.93477, 3.80028], [3.91897, -15.86513, 5.31200], [2.52309, -15.88743, 4.21275], [2.27017, -15.47820, 5.91752], [2.42801, -10.27312, 5.33194], [4.09174, -10.59048, 4.78009], [3.32636, -11.65669, 5.89698], [3.43058, -8.34405, 1.67361], [3.49428, -9.01730, 0.41219], [3.73302, -10.57237, 0.37833], [2.53941, -11.34839, 0.66614], [4.36437, -10.80250, -1.05385], [3.46156, -11.09665, -2.12921], [4.93965, -10.77889, 1.35934], [6.31537, -10.90635, 0.99745], [4.43289, -7.99684, 1.94604], [3.05239, -8.96269, 2.48400], [2.85704, -7.43668, 1.50552], [2.71958, -10.30956, -2.24891], [3.00146, -12.07518, -2.00992], [4.01228, -11.14105, -3.06808], [6.66031, -9.94969, 0.58455], [6.47442, -11.64549, 0.21813], [6.89190, -11.03641, 1.90672], [6.83147, -15.83481, 3.65856], [6.86956, -16.72786, 2.56478], [5.48211, -17.13438, 1.88763], [4.42132, -17.36082, 2.86489], [5.24141, -16.03653, 0.76448], [4.67821, -14.78092, 1.10532], [5.94558, -18.33579, 1.00078], [5.03678, -19.39994, 0.68296], [7.58698, -15.03651, 3.57495], [7.07692, -16.31944, 4.60106], [5.93558, -15.21082, 3.71070], [3.83511, -14.52599, 0.46623], [5.43262, -13.99153, 1.05082], [4.29830, -14.70787, 2.12953], [5.37281, -20.29289, 1.20410], [5.06338, -19.54764, -0.39380], [4.00247, -19.20642, 0.96589]]}